# 1
{"formula": "C31H40BFeNO2S", "method": "ωB97M-V/def2-TZVPD", "symbols": ["H", "C", "H", "C", "C", "H", "H", "C", "H", "N", "O", "C", "H", "H", "C", "H", "H", "H", "Fe", "S", "H", "C", "H", "C", "H", "B", "H", "H", "H", "H", "C", "C", "H", "C", "H", "H", "H", "H", "C", "C", "C", "C", "C", "C", "C", "C", "H", "H", "H", "H", "H", "H", "C", "H", "C", "H", "H", "C", "H", "C", "H", "C", "C", "C", "O", "C", "H", "H", "H", "H", "C", "C", "H", "C", "H", "C", "H"], "xyz": [[4.22957, 3.62612, -4.27361], [1.86599, 0.45362, -1.83821], [3.15898, 5.03544, -3.97575], [-2.06909, 2.73496, 3.46657], [3.31080, 3.96728, -3.77075], [0.59156, 3.43554, 1.85913], [0.70570, 4.61236, -4.94885], [-2.60308, 0.83913, 4.73180], [-0.81545, 4.03557, 6.25832], [2.14832, 3.24472, -4.25425], [0.89829, -2.16350, -0.51193], [1.65796, 2.15449, -3.57940], [-0.85664, 1.60943, 7.47083], [3.41306, 3.82568, -2.69060], [1.26420, -5.62596, -4.66900], [-0.91140, -4.16758, -1.03532], [-1.84091, -2.12457, -3.76953], [0.67395, -6.02604, -5.48678], [-0.86214, 1.77659, 4.65906], [1.18280, -3.78033, -2.60584], [-2.60793, -3.68143, -1.15592], [2.39052, 1.55616, -2.52327], [-0.86404, 0.91935, 0.77879], [-0.11085, 0.51865, -3.21750], [-2.08027, 3.72946, 3.03478], [0.06587, -1.42003, -1.44957], [-1.22012, -4.19261, -5.26486], [-0.16793, -1.07665, 2.41377], [1.46014, -6.41450, -3.94427], [-3.45899, -1.90135, 0.36801], [-0.77782, 1.72326, 1.51525], [1.13091, 1.66214, 4.72731], [-2.38018, -0.82309, 1.24499], [-1.77820, 0.40386, 3.63553], [-0.84985, 3.75675, 0.83719], [2.49530, -0.07013, -1.11095], [1.47294, -3.55236, 1.82542], [-3.44316, 2.91486, 5.21131], [0.37561, -1.12327, 1.46357], [-1.40685, -2.33681, 0.02119], [1.42380, 3.87999, -5.34804], [-0.62026, -3.87708, -4.41667], [0.09361, -2.36081, 0.64997], [0.44516, -3.61845, 1.44722], [0.62399, 3.04076, 4.75762], [-2.52278, -1.86051, 0.93550], [0.46215, 2.74367, 0.16375], [0.87677, 3.15580, -5.96446], [-1.98536, -4.35786, 0.39307], [-3.04498, 0.16209, 5.46507], [3.39541, 1.90128, -2.28945], [0.37271, -4.54638, 0.88118], [0.01287, -2.50728, -2.65773], [0.92672, 3.86219, 4.10654], [0.53888, 0.94750, 5.84393], [-1.53354, -0.63321, 3.42641], [-2.60247, -2.50308, 1.82019], [-1.74580, -3.72478, -0.47967], [1.45217, -0.99427, 1.61862], [-2.80501, 2.27092, 4.60900], [-0.22200, -3.69329, 2.32275], [0.38814, 1.61282, -3.92425], [-0.32032, 1.85808, 6.55945], [-0.27382, 3.15466, 5.90996], [-1.30599, -1.36619, -1.01448], [-0.95681, -2.72781, -3.61023], [1.92130, 1.25660, 4.09696], [-0.14685, 2.03876, -4.77477], [2.14055, 4.40618, -5.99427], [0.77357, -0.06009, 6.18284], [-1.47623, 1.57883, 2.75124], [-0.09533, 2.97589, 1.09993], [-1.03811, 0.06067, -3.55316], [0.61262, -0.05116, -2.16859], [2.21885, -5.27454, -5.05981], [0.54731, -4.49965, -4.03872], [0.08151, -0.30548, 0.80644]], "mulliken_charge": [0.2460, -0.6189, 0.4289, -0.6643, -1.1755, 0.0641, 0.3501, -0.9038, 0.5098, 0.1916, -0.6392, 1.4416, 0.5031, 0.3626, -1.3182, 0.2418, 0.5413, 0.3654, -0.2122, -0.2349, 0.4382, -1.0998, 0.5132, -0.9312, 0.5514, 1.8759, 0.3188, 0.1922, 0.2807, 0.5487, -0.8678, -0.4390, 0.2317, 0.1022, 0.3187, 0.3383, 0.4617, 0.5415, -0.8511, 2.1685, -1.2369, -0.8520, 1.5101, -2.0149, -0.5038, -1.7296, 0.3215, 0.3522, 0.4280, 0.5453, 0.3879, 0.3911, 0.1072, 0.5448, -0.9134, 0.8329, 0.2316, -2.0211, 0.3297, -0.5256, 0.2995, -0.5589, -0.5658, -0.6153, -0.9220, -0.9829, 0.5115, 0.1973, 0.4259, 0.5079, 2.3000, -1.0822, 0.2543, 0.0001, 0.2523, 0.6524, -1.0315], "lumo_ev": [-2.15, -2.93], "relative_energy_ev": 1.545, "spin_multiplicity": 5, "s_squared": 6.113, "homo_energy_ev": [-5.770, -5.770], "total_charge": 0}



# 2
{"formula": "C2H2OS3", "method": "ωB97M-V/def2-TZVPD", "symbols": ["H", "H", "S", "S", "S", "O", "C", "C"], "xyz": [[1.91289, 0.79456, -0.79152], [1.22066, -1.54108, 0.53773], [-0.32990, 1.72447, -0.45424], [-1.15142, -0.66459, 0.80834], [-1.79623, -1.47987, -0.78185], [-1.38049, 1.18897, 0.69676], [0.53709, -0.59891, 0.26528], [0.98740, 0.57645, -0.28049]], "mulliken_charge": [0.3645, 0.2901, 0.0972, 0.2168, -0.1991, -0.3433, -0.3701, -0.0562], "lumo_ev": -0.58, "relative_energy_ev": 2.222, "homo_energy_ev": -8.572, "total_charge": 0}



# 3
{"formula": "C4H9N2S", "method": "ωB97M-V/def2-TZVPD", "symbols": ["H", "H", "H", "C", "N", "N", "H", "C", "H", "H", "S", "H", "C", "H", "H", "C"], "xyz": [[1.36683, -0.32924, -0.15375], [0.84786, -0.74022, 1.86468], [0.29618, 3.19131, -1.42198], [-0.63230, -0.92373, -0.35095], [0.28816, 1.21742, -0.96920], [-1.06779, -0.42288, 0.85683], [-0.50588, -0.32962, 2.83467], [-0.25831, -0.89643, 1.98885], [-1.39664, -0.77918, -1.09351], [-0.40738, -2.10333, -0.27909], [-2.23321, 0.62270, 0.97207], [-0.29777, -1.92533, 2.24849], [0.80860, 2.19784, -1.59693], [1.85457, 2.11259, -2.07166], [0.79529, -0.73438, -1.89535], [0.54178, -0.15752, -0.93317]], "mulliken_charge": [0.2650, 0.3117, 0.2638, -0.7751, -0.1608, 0.2753, 0.3410, -0.7451, 0.3759, 0.3347, 0.2579, 0.3459, -0.3050, 0.2473, 0.3461, -0.3786], "lumo_ev": [-7.02, -7.02], "relative_energy_ev": 4.469, "smiles": "C=NCC[N+](C)=S", "homo_energy_ev": [-13.549, -13.550], "total_charge": 1}



# 4
{"formula": "C4H11N3O", "method": "ωB97M-V/def2-TZVPD", "symbols": ["H", "H", "H", "H", "O", "C", "H", "H", "H", "N", "H", "H", "N", "H", "N", "C", "C", "C", "H"], "xyz": [[-2.52439, -0.54550, 0.41996], [-1.06142, -2.08334, -0.75250], [-1.86764, 2.24065, 0.82592], [-0.03290, 0.73728, -1.41808], [-1.07520, 1.98476, 0.33698], [-0.27677, -0.06578, -0.72511], [3.15484, -0.34996, 0.22794], [1.01810, -1.42892, 0.29623], [2.37490, 1.09501, -0.45573], [1.06032, -0.43231, 0.10274], [-1.05782, -1.22524, -2.39668], [-1.87417, -0.54873, 1.94180], [0.25562, 0.35478, 1.48596], [0.78815, 1.22083, 1.57118], [-2.07111, 0.02592, 1.13259], [-0.86859, 0.60908, 0.60999], [2.35684, 0.00593, -0.42267], [-0.80506, -1.21515, -1.34814], [2.50630, -0.37930, -1.43237]], "mulliken_charge": [0.3018, 0.2910, 0.3729, 0.3186, -0.5495, -0.5308, 0.3216, 0.4994, 0.3272, -0.1725, 0.1916, 0.2244, -0.6536, 0.3047, -0.7097, 1.1356, -0.9325, -1.1354, 0.3954], "lumo_ev": [0.48, 0.48], "relative_energy_ev": 5.570, "homo_energy_ev": [-6.432, -6.431], "total_charge": 0}